1.
# C33H25INO6

A cluster of 3 separate species, C33H25INO6 in total (ωB97M-V/def2-TZVPD, OMol25).

Values from the calculation:
Charge   -1
Spin multiplicity   1
Energy above the lowest of the compared OMol25 structures with the same formula, charge and spin   0.0 kJ/mol

The geometry in XYZ format:
```
66
Properties=species:S:1:pos:R:3:forces:R:3:lowdin_charge:R:1
O -7.326 -1.161 -0.195 -0.3 -0.1 0.0 -0.10
C 2.339 0.731 4.495 -0.1 0.1 0.1 0.00
H 2.003 2.501 5.647 0.0 0.0 0.0 0.11
C 4.422 -4.175 1.338 0.0 0.0 0.0 -0.06
H -7.298 -1.878 2.262 0.0 -0.1 0.1 0.10
C -0.992 3.580 -4.867 -0.1 0.1 0.0 -0.28
C 2.828 -1.322 3.191 -0.1 0.0 0.0 -0.27
H -2.959 -2.233 2.922 -0.1 -0.1 0.1 0.10
H -4.947 1.317 -2.060 0.0 0.0 0.1 0.11
C 6.156 -2.987 2.507 0.1 -0.1 -0.1 -0.01
H 6.044 1.083 5.532 0.0 -0.1 0.0 0.12
O 1.658 -1.467 2.914 0.0 0.0 0.0 0.11
O -1.069 -0.531 -4.324 0.0 0.0 0.0 0.11
C 2.169 2.502 -6.596 0.0 0.0 0.0 -0.07
O -6.274 0.649 0.639 0.0 0.3 -0.1 -0.10
H 6.504 -4.693 1.265 0.0 0.0 0.0 0.10
C -4.097 3.150 -2.798 0.0 0.0 0.0 -0.05
H 2.428 -3.416 1.590 0.0 0.1 0.0 0.12
H -5.522 -3.067 1.477 0.0 -0.1 -0.1 0.09
H 1.094 -0.523 -5.509 -0.1 0.0 0.0 0.12
C -4.138 -1.588 1.268 0.2 -0.5 0.8 -0.71
O -0.977 4.778 -5.070 0.0 0.0 0.0 0.09
H 7.197 -2.856 2.770 0.0 0.1 0.1 0.12
C -3.156 0.973 -3.183 -0.1 0.0 0.0 -0.01
H -3.028 4.802 -3.662 0.1 0.0 -0.1 0.11
C -3.070 3.731 -3.525 -0.1 0.0 0.1 -0.01
C 4.618 -0.057 4.421 -0.1 -0.1 -0.1 -0.08
H -3.198 -0.097 -3.044 0.1 0.0 0.0 0.05
C -1.045 0.674 -4.456 -0.1 -0.1 0.0 -0.28
O 6.813 -0.904 4.257 0.0 0.0 0.0 0.10
C 3.863 -2.265 2.678 0.1 0.1 0.0 -0.08
H -4.242 -0.508 1.325 -0.2 0.1 -0.3 0.08
H 2.967 0.514 -6.753 0.0 0.0 0.0 0.10
C 5.209 -2.109 3.018 -0.1 0.1 0.0 -0.08
C 3.278 -0.192 4.053 0.1 0.0 0.0 -0.08
C 1.141 3.290 -6.110 0.1 0.0 -0.1 -0.01
H 1.139 4.359 -6.271 -0.1 0.0 0.0 0.12
C 5.764 -4.014 1.667 0.0 0.0 0.0 -0.06
C -2.784 -1.987 1.877 0.1 0.2 -0.3 -0.32
C 0.079 1.330 -5.194 0.0 0.1 0.0 -0.08
C 2.734 1.779 5.308 0.0 0.0 0.0 -0.05
H 2.984 2.957 -7.145 0.0 0.0 0.0 0.10
H 4.370 2.723 6.328 0.0 0.0 0.0 0.10
C -2.115 1.546 -3.902 0.0 0.1 0.0 -0.08
C 5.650 -1.015 3.930 0.1 0.0 0.0 -0.28
C 4.066 1.905 5.688 0.0 0.0 0.0 -0.06
C 3.473 -3.303 1.842 0.0 -0.1 -0.1 0.00
H -6.235 -0.580 2.809 0.1 0.1 0.0 0.10
H -1.897 -0.153 2.603 0.1 0.1 0.0 0.07
C -6.428 -1.279 1.998 -0.3 -0.3 0.1 -0.16
C 2.159 1.128 -6.378 0.0 0.0 0.0 -0.07
H 1.306 0.620 4.197 0.0 -0.1 0.0 0.12
I -4.036 -2.116 -0.866 0.1 0.2 -0.3 0.83
H -1.955 -0.284 0.848 0.1 0.1 -0.1 0.06
H -0.746 -1.201 1.740 0.1 0.0 0.1 0.05
H -4.863 3.772 -2.355 0.0 0.0 0.0 0.11
H 4.117 -4.981 0.684 0.0 0.0 0.0 0.11
C 5.006 0.991 5.246 0.0 0.1 0.1 -0.01
C -1.770 -0.838 1.768 -0.3 -0.2 -0.2 -0.12
C -6.744 -0.513 0.693 0.4 0.0 -0.3 -0.80
C 1.115 0.544 -5.682 0.1 0.0 -0.1 -0.01
C -2.077 2.935 -4.083 0.1 -0.1 0.0 -0.09
N -5.270 -2.183 1.888 0.0 0.4 0.0 -0.09
C -4.146 1.771 -2.632 -0.1 0.0 0.1 -0.03
C 0.096 2.708 -5.403 0.0 -0.1 0.0 -0.08
H -2.383 -2.867 1.383 -0.1 -0.2 0.0 0.06
```
Positions in Å, forces in eV/Å.

=====

2.
# C4H5NS

An isolated molecule of C4H5NS in a non-equilibrium geometry (ωB97M-V/def2-TZVPD, OMol25).

Values from the calculation:
SMILES string   Sn1cccc1
Spin multiplicity   1
Energy above the lowest of the compared OMol25 structures with the same formula, charge and spin   174.8 kJ/mol

The geometry in XYZ format:
```
11
Properties=species:S:1:pos:R:3:forces:R:3:lowdin_charge:R:1
S 2.423 -0.119 -0.190 1.4 1.0 1.9 0.76
H 0.518 -2.069 0.124 -1.3 0.5 -0.9 0.12
C -0.047 -1.138 -0.150 -1.3 -4.7 2.2 -0.24
H 0.519 1.998 -0.295 -1.0 -1.0 0.3 0.12
H 3.010 0.513 1.116 -1.8 -1.4 -2.4 -0.03
H -2.096 1.447 -0.104 0.0 -0.7 0.1 0.10
C -1.399 -0.787 -0.067 0.3 0.5 -0.7 -0.06
C -1.321 0.677 -0.045 -1.2 -0.3 -1.0 -0.11
C -0.019 1.025 -0.168 0.8 2.7 0.8 -0.21
H -2.316 -1.457 -0.180 1.7 1.2 0.4 0.11
N 0.728 -0.089 -0.042 2.4 2.2 -0.8 -0.57
```
Positions in Å, forces in eV/Å.

=====

3.
# C21H53N2O13S4

A cluster of 8 separate species, C21H53N2O13S4 in total in a non-equilibrium geometry (ωB97M-V/def2-TZVPD, OMol25).

Values from the calculation:
Charge   +1
Spin multiplicity   1

The geometry in XYZ format:
```
93
Properties=species:S:1:pos:R:3:forces:R:3:lowdin_charge:R:1
H 1.212 2.204 -1.468 -0.4 -0.8 0.7 0.08
H 5.578 0.012 -3.457 0.3 -0.3 -0.1 0.13
H 0.731 -0.610 1.164 0.1 0.0 -0.6 0.07
C -4.530 5.096 2.491 0.7 1.3 1.3 -0.29
O 4.724 -1.509 -2.327 -0.2 1.0 0.4 -0.25
O 3.609 0.525 -1.414 0.1 0.6 -0.2 -0.31
C 4.517 1.731 1.754 0.1 -0.3 0.5 -0.10
H 4.034 -2.155 2.548 0.0 0.0 0.0 0.07
H -2.787 -2.117 1.228 0.0 0.1 0.0 0.06
O 4.401 -1.279 0.070 0.3 -0.2 0.5 -0.25
H 0.714 -5.893 2.616 -0.3 -0.1 0.0 0.07
H -0.595 1.627 2.503 -0.4 0.2 -0.1 0.08
C -0.316 -0.467 0.857 0.6 -0.1 1.5 -0.08
H -1.066 0.548 -1.775 0.7 0.8 0.6 0.07
H -4.802 7.181 2.067 0.1 0.2 0.2 0.08
H -4.732 -5.025 -2.604 0.2 0.1 0.2 0.09
H 5.154 -1.174 -5.597 -0.6 -0.1 -0.1 0.09
C 3.585 2.748 1.880 0.2 0.5 -0.2 -0.10
C 4.807 -0.750 -3.563 -0.3 -0.2 -0.2 -0.27
C -0.271 1.974 1.518 1.3 -0.1 0.6 -0.05
H 2.867 2.456 -2.011 -0.2 -0.2 0.3 0.11
C 5.063 4.202 0.640 -0.1 0.0 0.2 -0.10
H -3.799 -3.604 -3.154 0.1 -0.1 -0.2 0.06
H 4.315 0.761 2.194 0.0 0.0 -0.1 0.09
C -4.784 -4.051 -3.093 0.0 -0.3 0.0 -0.07
H -5.191 1.804 0.053 0.0 -0.1 0.1 0.05
H 2.684 2.641 2.465 0.0 -0.2 0.0 0.09
S -6.141 3.392 1.401 0.7 0.3 0.1 0.57
N 1.876 2.652 -2.172 -0.5 0.6 -0.7 0.27
H 2.473 -1.395 2.692 -0.1 0.2 0.4 0.07
H -1.679 1.011 0.320 -0.1 0.0 0.0 0.12
H -4.861 5.120 3.533 -0.6 -0.7 -0.2 0.12
C 2.440 -3.529 2.937 0.7 0.7 1.1 -0.25
H 1.996 -1.352 -2.451 -0.3 -0.3 -0.1 0.07
C -4.734 2.506 0.754 -0.6 -0.7 -0.5 -0.13
C 2.310 -1.750 -1.491 1.2 1.0 0.7 -0.09
H 1.677 3.652 -2.222 0.3 0.0 0.3 0.14
H -4.176 -3.234 1.442 -0.3 0.3 -0.1 0.09
H 5.249 5.170 0.191 0.1 0.0 0.1 0.10
H 5.968 -2.254 -4.602 -0.2 -0.3 0.4 0.09
H -3.384 6.793 3.134 -0.1 0.2 0.1 0.08
H -5.181 -4.283 -4.082 0.1 0.3 -0.1 0.09
O -0.333 -3.463 2.101 -0.3 0.4 0.3 -0.28
H 0.815 2.062 1.645 0.0 0.0 -0.2 0.05
N -1.563 -0.052 -2.534 -0.3 -1.0 -0.6 0.25
H 2.595 -2.794 -1.483 -0.4 -0.2 -0.1 0.07
O -6.443 2.871 2.695 0.0 -0.1 0.0 -0.26
C 5.003 -1.747 -4.676 1.3 0.7 -0.5 -0.06
H 3.174 4.816 1.435 -0.1 -0.1 -0.1 0.10
O -3.410 -1.787 -1.716 0.0 -0.1 0.3 -0.33
H 6.988 3.415 0.150 0.0 -0.1 0.0 0.10
H 1.472 -6.229 1.079 -0.1 0.0 -0.1 0.08
C 0.580 -5.801 1.539 1.1 -0.2 0.1 -0.11
O -4.986 -0.833 -0.082 0.3 0.4 0.0 -0.25
H -0.286 -6.340 1.174 -0.3 0.4 0.0 0.08
H -3.716 4.375 2.411 -0.2 -0.3 -0.2 0.11
H -0.624 2.983 1.312 -0.3 -0.1 -0.1 0.07
C -5.748 -3.185 -2.329 -0.7 0.2 -0.6 -0.24
O -5.579 4.873 1.566 -0.2 -0.2 -0.3 -0.25
H 4.192 -2.460 -4.761 -0.1 0.0 0.0 0.08
C 5.751 1.955 1.157 -0.2 0.1 -0.3 -0.09
H -3.313 6.449 1.404 -0.1 0.5 -0.1 0.07
S -4.288 -1.974 -0.577 -1.2 0.0 0.5 0.60
O 2.053 -3.654 1.553 0.1 -0.2 -0.1 -0.25
S 0.586 -4.070 1.194 -0.5 -0.7 0.4 0.53
H 3.351 -2.027 4.170 -0.2 0.2 0.0 0.09
H 3.189 -4.273 3.216 -0.2 -0.4 -0.5 0.13
O 0.443 -3.838 -0.201 0.1 0.1 -0.7 -0.28
H -1.060 -0.944 -2.510 -0.1 0.1 0.1 0.12
H 1.659 -1.445 -0.676 -0.3 -0.3 -0.2 0.04
H -4.272 1.920 1.539 0.2 0.2 0.1 0.07
S 3.833 -0.866 -1.157 -0.7 -1.1 -1.0 0.58
H -4.045 3.101 0.162 0.0 0.4 0.3 0.07
H 6.462 1.142 1.086 0.1 0.1 0.1 0.11
H -5.926 -2.174 -2.701 0.4 0.0 -0.3 0.12
H -2.928 -3.624 0.277 0.2 0.1 0.1 0.08
O -7.121 3.492 0.379 -0.2 0.0 -0.1 -0.26
C -0.573 0.964 0.437 -1.4 -0.1 -0.4 -0.60
C -3.976 6.506 2.270 0.2 -1.1 -0.8 -0.06
H -0.629 -1.221 0.136 0.1 0.1 -0.2 0.06
C -3.473 -2.799 0.737 0.4 -0.7 -0.4 -0.10
C 3.858 3.985 1.302 0.1 0.1 0.1 -0.10
C 3.105 -2.172 3.121 0.1 -0.4 -0.7 -0.06
O -5.380 -3.063 -0.930 0.4 -0.4 -0.1 -0.24
H -2.558 -0.331 -2.398 0.6 0.3 0.3 0.09
H -6.725 -3.658 -2.418 -0.1 0.0 0.8 0.13
H 3.893 -0.178 -3.750 -0.2 -0.2 0.3 0.10
O -0.007 1.242 -0.802 0.2 0.2 -1.3 -0.32
C 6.031 3.203 0.612 -0.1 0.0 -0.2 -0.09
H -1.427 0.318 -3.471 -0.1 0.2 0.1 0.13
H 1.603 2.302 -3.090 0.2 -0.3 0.1 0.13
H 1.596 -3.640 3.617 -0.2 0.0 -0.3 0.12
H -0.795 -0.706 1.817 -0.4 0.1 -0.3 0.08
```
Positions in Å, forces in eV/Å.

=====

Number 1: gap between HOMO and LUMO 0.17103 Eh. Number 2: gap between HOMO and LUMO 0.32821 Eh. Number 3: gap between HOMO and LUMO 0.30387 Eh.